{
  "formula": "C2H14O5",
  "method": "the ωB97M-V functional and the def2-TZVPD basis",
  "relative_energy_kj_mol": 112.62,
  "charge": 0,
  "gap_ev": 10.6,
  "mol_weight_g_mol": 118.1,
  "smiles": "CCO.O.O.O.O",
  "elements": ["C", "O", "C", "H", "H", "H", "H", "H", "H", "H", "H", "O", "H", "H", "O", "H", "H", "O", "H", "H", "O"],
  "xyz": [[-0.032636, -1.516836, 1.258503], [-0.456340, -0.289911, 1.817117], [-1.017875, -2.732899, 1.289379], [0.729576, -1.939920, 1.912192], [0.392708, -1.251865, 0.291045], [-1.124494, 0.138274, 1.273222], [-2.020072, -2.344786, 1.136765], [-0.887891, -3.319327, 2.190720], [-0.656572, -3.350076, 0.464031], [0.123930, -2.730579, -1.438281], [0.989766, -3.264759, -2.485292], [0.795051, -2.419176, -2.064432], [-1.365652, 2.942005, 1.058760], [-0.694149, 2.564347, -0.209302], [-0.738432, 2.291980, 0.724410], [1.066170, 1.123138, 0.502994], [2.389774, 0.806415, -0.178774], [1.500305, 1.113822, -0.362551], [-0.086754, 2.119030, -1.988373], [-0.222651, 3.290260, -2.901754], [-0.083543, 3.081390, -1.968590]],
  "forces_ev_per_angstrom": [[0.0, -0.6, 0.7], [-0.2, -0.4, 0.8], [0.8, 1.5, -1.0], [0.7, 0.8, -0.1], [0.0, -0.7, -0.3], [0.1, 0.1, -0.2], [-0.3, -0.5, 0.0], [-0.4, 0.2, 0.2], [-0.6, -0.3, -0.1], [0.1, 0.6, 0.1], [0.4, 0.2, -0.4], [-0.4, -0.8, 0.2], [0.0, -0.1, 0.4], [0.3, 0.0, 0.2], [-0.6, 0.4, -0.5], [-0.1, 0.1, 0.0], [0.1, -0.1, -0.1], [-0.1, -0.1, 0.2], [0.5, -0.3, 0.2], [-0.1, 0.3, 0.2], [-0.3, -0.1, -0.6]]
}